No. 1
19
Properties=species:S:1:pos:R:3:forces:R:3:lowdin_charge:R:1 method="wB97M-V/def2-TZVPD" e_above_lowest_kcal_mol=22.2 gap_ha=0.283 max_force_ev_per_a=4.2 homo_energy_ev=-8.5
C 1.048353 1.138069 0.079557 0.78 1.64 -2.01 -0.063
C -1.488666 0.708046 -0.159362 -1.14 2.13 3.42 -0.070
C -0.152079 0.210279 0.129984 1.85 -0.26 2.14 -0.490
N 0.101151 -0.973561 0.662647 -1.84 2.91 -0.71 -0.074
O -2.359647 -2.106101 0.620815 0.84 0.49 0.32 -0.384
O -0.176857 -3.452374 0.970847 -0.41 1.13 2.00 -0.295
P -1.100683 -2.138133 1.398500 -0.29 -1.01 0.33 0.015
S -0.954906 -1.826737 3.370175 0.09 -0.16 -1.59 0.170
S 0.163130 -0.446654 -2.585719 -0.38 -0.81 -0.28 0.419
Cl -0.272693 -2.231212 -1.726325 -0.56 -0.51 -1.02 0.252
H 1.042779 2.035560 0.801769 -0.46 -1.50 -0.99 0.120
H 1.944238 0.537186 0.301810 -0.12 0.45 -0.13 0.074
H 1.192081 1.584580 -1.042906 -0.44 -0.94 2.90 0.114
H -1.879903 0.110931 -0.877687 -1.59 -1.62 -2.38 0.012
H -2.200867 0.514172 0.744260 1.34 0.33 -1.36 0.141
H -1.544317 1.801168 -0.413172 0.35 -1.21 0.09 0.117
H 1.067293 -1.051640 0.884538 0.72 -0.72 0.42 0.098
H 1.417057 -0.790356 -2.419023 1.04 0.48 -0.30 -0.175
H 0.182889 -3.558348 1.888126 0.21 -0.82 -0.87 0.020

***

No. 2
26
Properties=species:S:1:pos:R:3:forces:R:3:lowdin_charge:R:1 method="wB97M-V/def2-TZVPD" e_above_lowest_kcal_mol=22.1 gap_ha=0.258 max_force_ev_per_a=1.9 charge=-1 homo_energy_ev=-3.4
C 2.071962 2.955901 1.158989 0.32 -0.97 -0.99 -0.165
C 1.416925 3.142777 -0.220256 -0.96 -0.67 0.31 -0.104
C 1.872072 1.533941 1.689184 -0.09 0.84 1.09 -0.606
O 2.768211 0.717259 1.628475 -0.19 -0.26 -0.29 0.049
O 0.721382 1.415456 2.301434 -0.27 0.61 -0.18 0.064
H 3.157319 3.020218 1.082612 -0.02 0.50 0.03 0.101
H 1.630622 3.714436 1.796089 0.24 -0.07 0.42 0.102
H 1.380955 2.273061 -0.883288 1.04 -0.08 0.05 0.069
H 1.851226 4.009877 -0.713425 -0.39 0.05 -0.21 0.059
H 0.331011 3.193614 -0.056760 0.17 0.87 0.01 0.075
C -1.578637 -2.751148 -2.653380 -1.13 0.61 -0.54 -0.092
C -1.924508 -1.482844 0.907494 -1.03 -0.62 0.75 -0.058
C -2.327183 -2.081690 -0.295409 0.67 1.39 1.19 -0.087
C -0.622276 -1.067561 1.252591 0.26 0.43 -1.47 -0.441
C -1.451449 -1.978642 -1.353261 1.01 -0.49 -1.52 -0.329
C 0.188374 -0.832440 0.076716 -0.41 -0.72 0.63 -0.022
C -0.248521 -1.274878 -1.161347 -0.03 0.37 0.78 -0.095
O -0.275393 -0.841001 2.473894 0.04 0.50 0.06 -0.114
H -2.647136 -1.377025 1.716271 0.03 -0.39 0.02 0.093
H -3.334640 -2.478476 -0.317797 0.06 -0.23 -0.42 0.094
H 0.320073 0.463788 2.497976 0.41 -0.93 -0.23 0.049
H 1.209758 -0.476101 0.127560 -0.10 0.27 0.31 0.085
H -0.679260 -2.678344 -3.267241 0.23 -0.48 0.39 0.058
H -2.336873 -2.362786 -3.353235 -0.20 0.23 0.31 0.057
H 0.429039 -0.984140 -1.959070 -0.20 -0.65 -0.44 0.094
H -1.923058 -3.773249 -2.474806 0.54 -0.14 -0.05 0.063

***

No. 3
66
Properties=species:S:1:pos:R:3:forces:R:3:lowdin_charge:R:1 method="wB97M-V/def2-TZVPD" e_above_lowest_kcal_mol=18.9 gap_ha=0.406 max_force_ev_per_a=1.5 charge=+1 homo_energy_ev=-12.9
K -0.195257 -0.448927 -0.512462 -0.01 -0.35 0.48 0.898
C 1.061559 -7.699367 -1.141462 0.54 -1.35 -0.02 -0.035
C 1.349591 -6.436609 -1.918202 -0.35 -0.59 -0.01 -0.299
C 0.346705 -6.196332 -3.067723 -0.01 -0.47 0.84 -0.082
O -0.249436 -4.951810 -2.739715 0.04 0.68 -0.06 0.070
C 0.367910 -4.397292 -1.669413 -0.40 -0.71 0.11 -0.544
O 0.174529 -3.289897 -1.280569 -0.04 0.41 -0.14 0.112
O 1.151927 -5.304181 -1.063048 0.56 0.49 -0.38 0.104
H 1.737518 -7.913809 -0.310171 0.01 0.69 0.10 0.089
H 1.263012 -8.578680 -1.767699 -0.20 0.24 -0.33 0.094
H 0.043509 -7.829290 -0.774523 -0.09 0.49 -0.10 0.094
H 2.356073 -6.474667 -2.337039 0.18 0.34 0.44 0.152
H -0.387166 -6.999148 -2.981812 -0.24 0.25 -0.59 0.131
H 0.796090 -6.115510 -4.054214 -0.04 -0.20 0.01 0.135
C 4.031020 -1.223720 4.187009 -0.18 -0.08 0.38 -0.020
C 2.590992 -1.702260 4.276549 0.39 0.49 0.41 -0.311
C 1.581372 -0.546568 4.242496 0.69 -0.05 -0.62 -0.078
O 0.661787 -0.960837 3.237818 -0.46 0.27 -0.15 0.070
C 1.182449 -1.959825 2.502052 -0.54 -0.86 1.02 -0.550
O 0.658619 -2.431434 1.538855 0.41 0.52 -0.27 0.122
O 2.278902 -2.464019 3.108804 -0.08 0.14 -0.45 0.095
H 4.259031 -0.484013 4.958321 -0.22 0.04 0.00 0.090
H 4.153957 -0.751516 3.212894 0.25 -0.08 -0.02 0.093
H 4.740016 -2.034975 4.342314 -0.03 -0.07 -0.31 0.087
H 2.394008 -2.314838 5.158815 0.19 -0.18 -0.15 0.155
H 2.034482 0.376710 3.866575 0.05 0.01 0.34 0.134
H 1.126907 -0.390394 5.216865 -0.40 0.03 -0.22 0.138
C 2.588122 5.065474 0.774108 -0.03 1.15 0.58 -0.015
C 1.309937 4.668544 1.457336 -0.64 -0.52 -0.07 -0.288
C 0.018158 5.228997 0.832443 0.25 0.14 -0.27 -0.063
O -0.842773 4.087199 0.718854 -0.18 0.20 -0.19 0.083
C -0.173569 2.979255 1.057991 -0.34 -0.61 0.51 -0.595
O -0.653792 1.882088 1.168688 -0.08 0.27 -0.65 0.100
O 1.085098 3.249191 1.344570 0.83 -0.13 0.10 0.089
H 3.440644 4.611585 1.273098 0.07 -0.09 -0.20 0.092
H 2.651848 6.150295 0.936049 0.28 -0.08 0.05 0.099
H 2.626152 4.956014 -0.307406 -0.26 -0.54 0.03 0.082
H 1.335270 4.839380 2.537136 0.23 0.34 -0.14 0.159
H 0.245447 5.649310 -0.150331 -0.24 -0.22 -0.11 0.129
H -0.512256 5.984014 1.407305 0.17 -0.05 0.20 0.136
C -6.282796 0.927388 2.297709 1.27 0.04 0.62 -0.014
C -5.482042 -0.138278 1.565428 -0.93 -0.08 -0.81 -0.312
C -5.116242 0.260092 0.120580 -0.50 0.24 0.78 -0.083
O -3.783307 -0.193210 0.009874 0.58 -0.26 -1.03 0.067
C -3.275374 -0.536564 1.195523 -0.81 0.35 1.13 -0.553
O -2.166012 -0.912935 1.384840 0.31 -0.08 -0.23 0.110
O -4.209109 -0.365851 2.174430 0.57 0.04 -0.36 0.094
H -7.030136 1.474430 1.730291 -0.14 -0.44 -0.29 0.088
H -5.514980 1.659908 2.572394 -0.25 0.16 0.15 0.096
H -6.695773 0.530526 3.222301 -0.18 0.07 -0.06 0.086
H -5.971337 -1.116362 1.552003 -0.20 0.14 0.04 0.155
H -5.144991 1.343211 -0.027660 0.08 -0.06 0.03 0.136
H -5.764934 -0.221649 -0.608852 0.21 -0.06 -0.06 0.138
C 0.398534 2.299719 -5.645563 -0.13 0.71 0.24 -0.009
C 1.384468 2.805864 -4.603527 -0.32 0.50 0.41 -0.289
C 0.861315 4.031402 -3.806228 -0.06 -0.57 -0.95 -0.077
O 1.079995 3.663568 -2.446022 0.20 0.05 0.25 0.066
C 1.348396 2.338871 -2.364144 -0.97 0.15 -0.63 -0.537
O 1.308977 1.706834 -1.351741 0.34 0.04 0.11 0.091
O 1.507935 1.810979 -3.584897 0.28 -0.33 0.64 0.093
H 0.360187 3.029354 -6.456088 0.10 -0.32 -0.27 0.096
H -0.604492 2.301252 -5.209259 0.08 0.02 0.15 0.089
H 0.559587 1.280915 -5.984348 0.49 0.13 -0.21 0.090
H 2.395184 3.087088 -4.906114 -0.09 -0.59 -0.64 0.157
H -0.198548 4.180473 -4.017063 -0.07 0.07 0.41 0.132
H 1.407103 4.924836 -4.095022 0.07 0.12 0.43 0.136

***

No. 4
26
Properties=species:S:1:pos:R:3:forces:R:3:lowdin_charge:R:1 method="wB97M-V/def2-TZVPD" e_above_lowest_kcal_mol=83.4 gap_ha=0.327 max_force_ev_per_a=4.9 charge=+1 homo_energy_ev=-12.7
C 0.576986 -1.505539 -1.027975 0.61 -2.63 -1.85 -0.238
C 0.794265 -0.373826 -0.531299 2.11 3.04 1.01 0.054
C 1.360618 -2.070746 -2.252693 -4.70 -1.01 -0.65 0.024
C -0.291695 -2.449405 -0.282482 0.90 -0.78 -2.33 0.008
C 0.190530 1.799553 -0.754357 -0.20 4.23 -0.70 -0.038
C 1.870460 1.237424 0.998468 -0.45 -2.13 -0.12 0.038
C -2.476596 1.083976 1.229003 -1.87 -1.58 -0.57 -0.219
N 1.089281 0.806168 -0.154981 -3.69 -0.73 -1.03 -0.081
N -1.323830 1.155443 2.087087 0.73 0.48 -0.04 -0.085
H 2.068085 -1.409075 -2.523847 2.18 2.43 -1.43 0.034
H 0.596592 -2.345317 -3.148394 1.66 1.08 2.12 0.163
H 1.867839 -2.979888 -2.101649 0.37 -1.29 0.98 0.072
H -1.032477 -2.004947 0.247422 -1.68 1.51 2.47 0.050
H -2.176563 0.948777 0.126320 -0.46 0.31 1.62 0.059
H -0.885658 -2.986607 -0.999547 0.24 -0.94 -0.42 0.103
H 0.668031 2.756418 -1.173491 0.49 -1.68 0.60 0.135
H -0.385191 1.473837 -1.597244 -0.06 -0.98 -0.22 0.095
H -0.512390 2.318872 -0.072742 0.48 -1.14 0.40 0.084
H 1.984343 0.410928 1.675718 -0.24 -0.41 0.40 0.108
H 2.790174 1.309049 0.539180 2.46 1.50 -0.18 0.088
H 1.379293 2.033539 1.492773 -0.08 1.04 0.13 0.096
H -3.140587 0.087303 1.500118 1.03 2.73 -0.76 0.120
H -3.030225 2.072168 1.347350 0.27 -1.61 -0.35 0.097
H 0.448375 -3.024436 0.231167 -0.30 -0.95 0.74 0.111
H -0.849319 0.274593 2.106715 0.21 -0.49 0.23 0.044
H -1.580340 1.381739 3.039381 -0.03 0.00 -0.05 0.078

***

No. 5
99
Properties=species:S:1:pos:R:3:forces:R:3:lowdin_charge:R:1 method="wB97M-V/def2-TZVPD" gap_ha="0.167 / 0.219" max_force_ev_per_a=1.6 spin_multiplicity=4 charge=+2 homo_energy_ev="-12.4 / -12.4"
Cr -0.244115 -0.856371 0.879731 -1.23 0.47 0.85 0.313
N -1.684499 -2.237311 1.547800 0.00 0.41 -0.35 -0.004
C -2.977550 -1.500856 1.692800 0.23 -0.02 0.01 -0.082
C -2.680332 -0.065360 2.102416 0.65 -0.31 -0.22 -0.600
O -3.506058 0.650705 2.570242 -0.13 0.34 0.10 0.139
O -1.409629 0.278070 1.828319 -0.15 0.02 0.15 -0.307
H -1.797938 -3.079012 0.988507 0.01 -0.06 -0.12 0.091
H -1.379658 -2.549698 2.465142 0.06 -0.04 0.14 0.115
H -3.646322 -1.969758 2.407913 -0.01 -0.09 0.06 0.145
H -3.476158 -1.471996 0.724891 -0.03 -0.05 -0.07 0.134
F 5.125809 -4.758830 3.397258 0.10 -0.06 0.08 0.195
C 4.215882 -4.270360 2.591293 0.10 -0.07 0.06 -0.117
C 4.029094 -4.822855 1.337146 0.04 -0.04 0.00 -0.119
F 4.762874 -5.843104 0.955333 0.07 -0.10 -0.05 0.185
C 3.065704 -4.298886 0.494205 -0.06 0.06 -0.02 -0.199
F 2.912698 -4.871851 -0.692175 -0.08 0.06 -0.09 0.143
C 2.269957 -3.222287 0.871082 -0.12 -0.02 -0.05 -0.302
P 1.047246 -2.520641 -0.288807 0.66 -0.97 -0.43 1.035
C -0.048217 -3.924029 -0.658376 -0.08 0.10 0.03 -0.363
C -0.798426 -3.942998 -1.834849 -0.04 0.01 0.01 -0.086
C -1.695081 -4.978418 -2.069664 0.01 0.01 -0.02 -0.038
C -1.871151 -5.978893 -1.124736 0.02 -0.04 0.05 -0.039
C -1.148463 -5.948266 0.063959 -0.04 0.01 -0.02 -0.046
C -0.241107 -4.925399 0.299435 0.06 -0.02 -0.06 -0.103
C 2.077636 -2.122837 -1.722067 -0.07 0.24 0.05 -0.357
C 2.101802 -2.843478 -2.910187 0.05 -0.10 0.02 -0.079
C 2.966322 -2.457292 -3.924407 0.01 0.00 -0.07 -0.048
C 3.805794 -1.364005 -3.758012 0.00 0.00 -0.02 -0.039
C 3.801654 -0.655187 -2.562217 0.01 -0.01 0.03 -0.048
C 2.936332 -1.032611 -1.549072 0.06 -0.14 -0.04 -0.121
C 2.479723 -2.701600 2.141843 -0.16 0.10 -0.08 -0.508
Br 1.454539 -1.252372 2.816450 -0.08 0.29 0.20 1.055
C 3.434016 -3.202170 2.996926 0.02 0.07 0.13 -0.249
F 3.615834 -2.681578 4.200003 0.00 0.00 0.01 0.121
H -0.693496 -3.154031 -2.568346 0.04 -0.06 -0.02 0.078
H -2.251244 -5.005147 -2.999965 0.03 0.04 0.08 0.118
H -2.566808 -6.788049 -1.312525 0.04 0.05 0.01 0.122
H -1.283214 -6.728459 0.803030 0.01 0.03 -0.04 0.121
H 0.331332 -4.924462 1.220232 0.00 -0.02 0.00 0.114
H 1.486544 -3.722641 -3.042728 -0.03 0.03 0.00 0.111
H 2.990791 -3.024404 -4.847225 0.01 0.03 0.05 0.122
H 4.479092 -1.072599 -4.554850 -0.03 -0.02 0.04 0.121
H 4.476549 0.179071 -2.416743 -0.03 -0.02 -0.01 0.122
H 2.952557 -0.496797 -0.605045 0.01 0.05 0.03 0.110
C 0.863203 2.391584 0.672048 -0.12 0.16 0.07 -0.373
C 0.735467 2.683507 -0.826061 -0.01 0.07 0.11 -0.355
C 0.575315 1.452301 -1.688071 -0.06 -0.18 -0.18 -0.327
Sb -1.207514 0.303345 -1.325448 0.36 0.39 -0.72 1.600
C -2.648052 1.806949 -1.656034 -0.06 -0.33 0.48 -0.361
C -2.623596 2.363050 -2.929204 -0.09 0.05 -0.05 -0.119
C -3.477392 3.419837 -3.208078 -0.04 0.05 0.00 -0.054
C -4.339226 3.900601 -2.226442 0.04 -0.01 -0.04 -0.046
C -4.358382 3.325364 -0.963826 -0.02 0.00 -0.01 -0.052
C -3.508766 2.267416 -0.667836 0.00 0.02 -0.04 -0.127
C -1.388007 -0.788250 -3.116897 -0.22 -0.09 0.09 -0.409
C -0.386556 -0.828254 -4.081696 0.02 0.00 0.09 -0.128
C -0.607104 -1.519381 -5.268366 0.05 -0.03 -0.04 -0.057
C -1.814130 -2.172258 -5.483229 -0.03 0.00 0.03 -0.049
C -2.814217 -2.137351 -4.514709 0.03 -0.01 0.02 -0.065
C -2.603433 -1.445595 -3.330816 0.12 0.06 -0.17 -0.141
Sb -0.704708 3.403863 1.822882 -0.10 0.03 0.26 1.526
C 0.342164 5.251743 2.081816 0.04 -0.17 0.13 -0.404
C 0.445408 6.141364 1.011515 0.09 0.05 0.16 -0.147
C 1.087477 7.363338 1.180406 -0.05 -0.05 -0.10 -0.082
C 1.612009 7.707658 2.418755 0.01 0.03 0.02 -0.076
C 1.491933 6.837366 3.493201 -0.05 -0.13 0.01 -0.072
C 0.856550 5.608505 3.330976 0.08 0.26 -0.26 -0.123
C -0.152608 2.516200 3.694645 0.04 -0.11 -0.05 -0.416
C 1.173260 2.196715 4.000485 -0.13 0.02 0.17 -0.166
C 1.491090 1.565753 5.201267 0.03 -0.04 -0.09 -0.107
C 0.485033 1.232098 6.099770 -0.02 -0.02 -0.01 -0.081
C -0.834993 1.552235 5.808036 -0.02 0.04 -0.02 -0.072
C -1.151576 2.193317 4.614405 0.05 0.04 -0.03 -0.135
H 1.827485 2.702319 1.067434 0.09 -0.11 0.01 0.061
H 0.773222 1.304170 0.898320 0.04 -0.08 -0.07 -0.011
H 1.633102 3.182863 -1.195592 0.03 0.13 0.12 0.122
H -0.093490 3.371108 -1.018392 -0.02 0.00 -0.07 0.077
H 1.419117 0.780532 -1.556984 0.04 0.00 -0.09 0.023
H 0.520459 1.726142 -2.743519 -0.05 -0.10 -0.07 0.076
H -1.968617 1.979376 -3.704213 0.00 0.02 0.01 0.104
H -3.472051 3.863316 -4.195874 -0.01 0.00 0.04 0.117
H -5.000764 4.727978 -2.451567 0.02 -0.04 0.00 0.118
H -5.032785 3.695941 -0.202786 0.01 0.01 -0.02 0.120
H -3.523171 1.831095 0.322942 0.02 0.05 -0.01 0.075
H 0.565107 -0.331062 -3.918572 -0.06 -0.02 -0.04 0.097
H 0.165254 -1.538501 -6.030436 -0.08 -0.01 0.07 0.117
H -1.984582 -2.701346 -6.413088 0.02 0.02 0.04 0.118
H -3.758931 -2.641186 -4.685194 0.06 0.05 -0.01 0.118
H -3.394729 -1.406231 -2.589870 -0.02 0.01 0.00 0.105
H 0.013836 5.896770 0.045115 0.02 0.01 0.02 0.088
H 1.168538 8.051913 0.346353 -0.01 -0.05 0.06 0.108
H 2.102550 8.664666 2.550298 -0.02 -0.05 -0.01 0.110
H 1.891834 7.112269 4.462894 -0.04 -0.01 -0.06 0.110
H 0.758187 4.945650 4.180489 0.02 -0.02 0.00 0.086
H 1.977466 2.486408 3.334453 0.02 -0.02 -0.05 0.095
H 2.527089 1.347496 5.440938 -0.07 0.03 -0.02 0.109
H 0.731758 0.742550 7.034699 -0.01 0.04 -0.04 0.110
H -1.619708 1.317232 6.518016 0.04 0.02 -0.03 0.111
H -2.185144 2.454567 4.406681 0.06 -0.10 0.00 0.097

***

No. 6
14
Properties=species:S:1:pos:R:3:forces:R:3:lowdin_charge:R:1 method="wB97M-V/def2-TZVPD" e_above_lowest_kcal_mol=42.6 gap_ha=0.407 max_force_ev_per_a=0.6 smiles=C#CCC1CC1 homo_energy_ev=-9.9
C 1.591503 -1.941291 -0.068275 -0.04 0.42 0.28 0.110
C 1.370756 -0.856535 0.408766 0.08 -0.57 -0.30 -0.153
C 0.981057 0.498392 0.805369 0.00 -0.05 0.00 -0.175
C -0.214862 0.996811 -0.012293 0.10 0.10 0.03 -0.296
C -1.505940 0.234422 0.000667 -0.14 -0.05 0.16 -0.125
C -0.667613 0.266167 -1.242704 0.02 0.01 -0.23 -0.129
H 1.775892 -2.893918 -0.514874 0.03 0.15 0.18 0.029
H 0.737961 0.522554 1.874595 0.04 -0.01 -0.13 0.117
H 1.838960 1.165912 0.662353 -0.12 -0.08 -0.03 0.116
H -0.291617 2.078839 -0.034200 -0.03 -0.09 0.01 0.130
H -2.437208 0.792912 0.024456 0.17 -0.08 -0.01 0.096
H -1.519101 -0.694998 0.561853 -0.01 0.07 -0.07 0.103
H -0.127541 -0.642289 -1.487043 -0.13 0.17 -0.03 0.079
H -1.016379 0.834984 -2.097552 0.03 0.01 0.15 0.098

***

No. 7
10
Properties=species:S:1:pos:R:3:forces:R:3:lowdin_charge:R:1 method="wB97M-V/def2-TZVPD" e_above_lowest_kcal_mol=74.2 gap_ha=0.312 max_force_ev_per_a=8.3 smiles="O=c1cncnnn1" homo_energy_ev=-10.1
O -1.048314 -1.672696 -1.193161 0.77 1.65 1.94 0.095
C -0.597522 -0.643480 -0.652254 -1.99 -4.41 -2.87 -0.492
C 0.362471 0.108682 -1.351063 6.24 5.44 -0.57 -0.029
N 1.309841 0.842262 -0.689941 -3.08 -3.52 1.28 0.131
C 1.340923 0.464476 0.766986 -1.23 0.13 -0.63 -0.136
N 0.478890 0.306994 1.738989 0.81 0.22 -2.59 0.082
N -0.755629 0.626292 1.264712 -0.29 2.53 4.21 -0.001
N -1.176992 0.117957 0.293394 -2.91 -1.21 -1.88 0.124
H 0.494328 0.297376 -2.453704 -0.94 -0.81 1.08 0.148
H 2.264182 0.251591 1.166895 2.62 -0.02 0.03 0.077